# 1
{"formula": "C14H18N6O5PS2SeW", "method": "the ωB97M-V functional and the def2-TZVPD basis", "elements": ["W", "C", "N", "C", "C", "N", "C", "P", "C", "N", "C", "C", "N", "C", "C", "N", "C", "C", "N", "C", "H", "H", "H", "H", "H", "H", "H", "H", "H", "H", "H", "H", "H", "H", "H", "C", "O", "C", "S", "S", "H", "H", "H", "O", "Se", "O", "O", "O"], "xyz": [[-0.5666, -1.0979, 2.0175], [1.0545, 3.6439, -0.7070], [0.5895, 2.7787, 0.3696], [0.0765, 3.1981, 1.5696], [-0.3524, 2.0892, 2.2254], [-0.1212, 0.9997, 1.4242], [0.4376, 1.4410, 0.3062], [1.2904, 0.3911, -0.9053], [2.1692, -0.5138, 0.4329], [1.6042, -0.9715, 1.5513], [2.6007, -1.4795, 2.3401], [3.7848, -1.3144, 1.6928], [3.4980, -0.7094, 0.4955], [4.4835, -0.3490, -0.5202], [0.0283, -0.8721, -1.1967], [-0.5651, -1.5550, -0.2312], [-1.3176, -2.5327, -0.8287], [-1.1624, -2.4254, -2.1769], [-0.2983, -1.3848, -2.3980], [0.0440, -0.8281, -3.7000], [0.9164, 4.6752, -0.3970], [0.4618, 3.4602, -1.6014], [2.1091, 3.4732, -0.9139], [0.0455, 4.2377, 1.8438], [-0.8376, 1.9953, 3.1801], [2.3929, -1.9381, 3.2899], [4.7899, -1.5757, 1.9724], [5.4471, -0.7387, -0.2076], [4.5492, 0.7325, -0.6178], [4.2156, -0.7917, -1.4763], [-1.9106, -3.2224, -0.2528], [-1.5888, -2.9891, -2.9877], [-0.3443, -1.4910, -4.4670], [1.1236, -0.7531, -3.8111], [-0.4138, 0.1539, -3.8101], [-4.9906, 1.7519, -1.0960], [-4.3576, 1.1167, 0.0252], [-3.0633, 0.8192, -0.0088], [-2.1483, 1.1410, -1.3557], [-2.7610, 0.0708, 1.5250], [-6.0374, 1.8103, -0.8177], [-4.8562, 1.1532, -1.9940], [-4.5719, 2.7447, -1.2501], [-1.5714, -4.9902, 2.2474], [-1.3506, -3.6591, 3.0826], [-2.0899, -2.3526, 2.1229], [-0.5922, -0.4710, 3.5960], [0.1567, -2.8711, 2.4185]], "lowdin_charge": [1.55, -0.01, -0.11, -0.01, -0.11, -0.15, -0.52, 1.19, -0.41, -0.08, -0.07, -0.01, -0.11, 0.00, -0.56, -0.08, -0.07, -0.01, -0.13, -0.01, 0.10, 0.09, 0.09, 0.13, 0.11, 0.12, 0.13, 0.10, 0.09, 0.09, 0.12, 0.13, 0.10, 0.09, 0.09, -0.09, -0.25, -1.14, 0.73, 0.80, 0.10, 0.07, 0.08, -0.51, 1.18, -0.80, -0.40, -0.68], "orbital_gap_ev": 7.64, "total_energy_ha": -4855.154793, "total_charge": 1, "de_lowest_kcal_mol": 0.00, "homo_ha": -0.406}


# 2
{"formula": "C14H18NO2P", "method": "the ωB97M-V functional and the def2-TZVPD basis", "elements": ["C", "P", "O", "C", "C", "C", "C", "C", "C", "C", "C", "C", "C", "C", "N", "C", "H", "H", "H", "H", "H", "H", "H", "H", "H", "H", "H", "H", "H", "H", "H", "C", "O", "H", "H", "H"], "xyz": [[4.8532, 0.8116, 1.4715], [4.9055, -0.5621, 0.2058], [5.7210, -0.0506, -1.1437], [3.0993, -0.7933, -0.1973], [2.4984, -0.4629, -1.4530], [1.1294, -0.6626, -1.5883], [0.3925, -1.1837, -0.5033], [-1.1185, -1.3400, -0.6818], [-1.6930, 0.0768, -0.4350], [-1.9848, 0.5003, 0.8633], [-2.4724, 1.8003, 1.0416], [-2.6388, 2.6292, -0.0766], [-2.3481, 2.2042, -1.3673], [-1.8681, 0.8954, -1.5590], [1.0025, -1.4926, 0.6381], [2.3381, -1.3171, 0.8174], [5.8444, 1.0305, 1.8871], [4.4273, 1.7217, 1.0060], [4.1436, 0.4591, 2.2412], [5.3631, 0.7856, -1.4905], [3.0959, -0.0351, -2.2630], [0.6122, -0.4212, -2.5192], [-1.2655, -1.5550, -1.7500], [-1.5599, -2.0933, -0.0015], [-1.8244, -0.1832, 1.7043], [-2.6899, 2.1596, 2.0520], [-3.0036, 3.6496, 0.0957], [-2.4419, 2.8219, -2.2652], [-1.6269, 0.4896, -2.5463], [0.4243, -1.8676, 1.3894], [2.7675, -1.5873, 1.7864], [-4.7903, -1.3036, 0.9281], [-3.6685, -2.0483, 0.9160], [-5.3432, -1.2466, 1.8980], [-4.6782, -0.2164, 0.6722], [-5.6026, -1.6129, 0.2270]], "lowdin_charge": [-0.26, 0.87, -0.32, -0.33, 0.00, 0.03, -0.17, -0.05, -0.23, -0.06, -0.07, -0.10, -0.08, -0.05, 0.16, -0.07, 0.04, 0.05, 0.03, 0.06, 0.12, 0.13, 0.12, 0.11, 0.11, 0.11, 0.10, 0.10, 0.11, 0.19, 0.14, -0.47, -0.41, 0.03, 0.03, 0.04], "orbital_gap_ev": 3.46, "total_energy_ha": -1090.721317, "homo_ha": -0.187}


# 3
{"formula": "C14H19BIrN7", "method": "the ωB97M-V functional and the def2-TZVPD basis", "elements": ["Ir", "C", "C", "N", "N", "C", "B", "N", "C", "C", "C", "N", "N", "C", "C", "C", "N", "H", "H", "H", "H", "H", "H", "H", "H", "H", "H", "C", "C", "C", "C", "C", "N", "H", "H", "H", "H", "H", "H", "H", "H", "H"], "xyz": [[-0.6076, -0.0450, -0.3444], [-3.9826, -2.2311, 1.2784], [-2.8855, -2.1536, 0.4223], [-2.2906, -0.9751, 0.5654], [-3.0041, -0.2450, 1.5463], [-3.9998, -0.9645, 1.9755], [-2.5906, 1.2207, 1.9103], [-1.1372, 1.1635, 2.5208], [-0.6922, 1.5479, 3.6715], [0.7471, 1.3018, 3.6977], [1.0290, 0.7358, 2.4250], [-0.0698, 0.6485, 1.7271], [-2.5467, 2.0463, 0.6282], [-3.2138, 3.1564, 0.3083], [-2.9040, 3.5153, -1.0042], [-2.0286, 2.5481, -1.4411], [-1.7935, 1.6486, -0.4594], [-4.6768, -3.0514, 1.3985], [-2.5258, -2.8850, -0.2862], [-4.6896, -0.6035, 2.7284], [-3.3433, 1.6768, 2.7096], [-1.3285, 1.9776, 4.4355], [1.4316, 1.5088, 4.5100], [1.9794, 0.4106, 2.0268], [-3.8803, 3.6358, 1.0111], [-3.2777, 4.3635, -1.5539], [-1.5543, 2.4501, -2.4058], [3.3170, -2.9575, -2.3923], [3.4349, -1.4342, -2.1762], [4.6253, -1.0879, -1.2583], [3.5351, -0.6998, -3.5302], [2.2140, -0.9757, -1.5120], [1.2364, -0.6194, -1.0153], [4.2192, -3.2817, -2.9084], [2.4593, -3.2164, -3.0117], [3.2527, -3.4909, -1.4443], [5.5296, -1.4151, -1.7696], [4.5666, -1.6139, -0.3052], [4.7034, -0.0143, -1.0854], [4.4339, -1.0615, -4.0268], [3.6263, 0.3771, -3.3927], [2.6821, -0.9108, -4.1735]], "lowdin_charge": [1.41, 0.15, -0.04, -0.07, 0.04, 0.09, -0.45, 0.05, 0.09, 0.18, -0.03, -0.02, -0.03, 0.02, 0.03, -0.06, -0.16, 0.15, 0.15, 0.18, 0.14, 0.18, 0.15, 0.15, 0.16, 0.14, 0.14, -0.01, -0.57, -0.01, -0.01, -0.06, -0.02, 0.11, 0.10, 0.10, 0.11, 0.10, 0.10, 0.11, 0.10, 0.10], "s2": 8.796, "orbital_gap_ev": [9.46, 5.15], "total_energy_ha": -1056.199698, "total_charge": 3, "homo_ha": [-0.696, -0.702], "spin_multiplicity": 6}


What did the second record say?
{"formula": "C14H18NO2P", "method": "the ωB97M-V functional and the def2-TZVPD basis", "elements": ["C", "P", "O", "C", "C", "C", "C", "C", "C", "C", "C", "C", "C", "C", "N", "C", "H", "H", "H", "H", "H", "H", "H", "H", "H", "H", "H", "H", "H", "H", "H", "C", "O", "H", "H", "H"], "xyz": [[4.8532, 0.8116, 1.4715], [4.9055, -0.5621, 0.2058], [5.7210, -0.0506, -1.1437], [3.0993, -0.7933, -0.1973], [2.4984, -0.4629, -1.4530], [1.1294, -0.6626, -1.5883], [0.3925, -1.1837, -0.5033], [-1.1185, -1.3400, -0.6818], [-1.6930, 0.0768, -0.4350], [-1.9848, 0.5003, 0.8633], [-2.4724, 1.8003, 1.0416], [-2.6388, 2.6292, -0.0766], [-2.3481, 2.2042, -1.3673], [-1.8681, 0.8954, -1.5590], [1.0025, -1.4926, 0.6381], [2.3381, -1.3171, 0.8174], [5.8444, 1.0305, 1.8871], [4.4273, 1.7217, 1.0060], [4.1436, 0.4591, 2.2412], [5.3631, 0.7856, -1.4905], [3.0959, -0.0351, -2.2630], [0.6122, -0.4212, -2.5192], [-1.2655, -1.5550, -1.7500], [-1.5599, -2.0933, -0.0015], [-1.8244, -0.1832, 1.7043], [-2.6899, 2.1596, 2.0520], [-3.0036, 3.6496, 0.0957], [-2.4419, 2.8219, -2.2652], [-1.6269, 0.4896, -2.5463], [0.4243, -1.8676, 1.3894], [2.7675, -1.5873, 1.7864], [-4.7903, -1.3036, 0.9281], [-3.6685, -2.0483, 0.9160], [-5.3432, -1.2466, 1.8980], [-4.6782, -0.2164, 0.6722], [-5.6026, -1.6129, 0.2270]], "lowdin_charge": [-0.26, 0.87, -0.32, -0.33, 0.00, 0.03, -0.17, -0.05, -0.23, -0.06, -0.07, -0.10, -0.08, -0.05, 0.16, -0.07, 0.04, 0.05, 0.03, 0.06, 0.12, 0.13, 0.12, 0.11, 0.11, 0.11, 0.10, 0.10, 0.11, 0.19, 0.14, -0.47, -0.41, 0.03, 0.03, 0.04], "orbital_gap_ev": 3.46, "total_energy_ha": -1090.721317, "homo_ha": -0.187}